[1]
Density functional theory data (ωB97M-V/def2-TZVPD) for a 5-piece molecular cluster, C36H32F5NO19 overall at a distorted geometry.

Values from the calculation:
Gap between HOMO and LUMO (spin up / spin down) in Ha: 0.1849 / 0.1848
Calculated total energy in Ha: -3374.37263
E_HOMO (spin up / spin down) in eV: -5.3 / -5.3

```
! RIJCOSX wB97M-V def2-TZVPD def2/J DEFGRID3
* xyz -1 2
C -2.9571 -0.8042 0.6478
C -2.3642 0.6011 -0.0413
C -1.6099 1.3802 1.2295
C -1.2120 0.1405 -1.0977
C -1.4175 0.6135 -2.6490
C 0.1334 0.8641 -3.2367
O 0.3932 1.7484 -4.2405
O 1.3180 0.1042 -2.7614
C -2.0450 -0.5063 -3.6618
F -0.9169 -1.4615 -3.9767
F -2.4639 0.0378 -4.9988
C -3.2638 -1.4198 -3.0850
F -3.7282 -2.2621 -4.2531
F -4.4690 -0.6850 -2.6381
F -2.8364 -2.4428 -2.0578
C -2.1355 2.0824 -2.7236
C -3.2476 2.4070 -1.5808
C -4.6801 2.6845 -2.4031
C -2.8658 3.8759 -0.9237
N -3.5514 1.3229 -0.5935
O -4.3701 1.7819 0.3964
H -3.8651 -1.1801 0.0096
H -3.3046 -0.5095 1.7439
H -2.0960 -1.6007 0.7666
H -2.3738 1.6942 2.0804
H -0.9631 2.3070 0.8548
H -0.8692 0.5945 1.7081
H -0.9784 -1.0278 -1.0204
H -0.2028 0.6602 -0.7249
H -2.6170 2.2862 -3.7843
H -1.2667 2.8908 -2.5921
H -4.4292 3.5674 -3.1530
H -5.0101 1.7773 -3.0630
H -5.4824 3.0605 -1.6381
H -2.2839 4.5883 -1.6782
H -3.9129 4.4212 -0.7460
H -2.3536 3.8210 0.1245
C 0.9453 3.8565 4.2725
C 2.0579 4.2578 4.8905
C 2.8673 3.3176 5.7143
O 3.8951 3.7105 6.2547
C 2.3881 1.9333 5.8511
C 1.2736 1.5332 5.2358
C 0.4797 2.4661 4.3900
O -0.5304 2.0643 3.8221
O 0.8161 0.2344 5.3623
O 2.5004 5.5638 4.7869
H 0.3487 4.5288 3.6689
H 2.9761 1.2651 6.4671
H -0.0040 0.1931 4.8234
H 3.3236 5.6034 5.3208
C 5.5442 2.0998 -4.0621
C 4.2400 2.2377 -3.8158
C 3.6967 3.4780 -3.1959
O 2.4912 3.5834 -2.9990
C 4.6471 4.5415 -2.8352
C 5.9517 4.4020 -3.0784
C 6.4911 3.1734 -3.7233
O 7.6927 3.0819 -3.9509
O 6.8508 5.3964 -2.7395
O 3.3443 1.2319 -4.1290
H 5.9524 1.2047 -4.5142
H 4.2412 5.4302 -2.3691
H 7.7301 5.0590 -3.0178
H 2.4644 1.5718 -3.8562
C 0.8328 -3.9967 -2.4208
C 1.4172 -4.8725 -3.2407
C 2.2890 -5.9602 -2.7166
O 2.7971 -6.7615 -3.4930
C 2.5114 -6.0255 -1.2637
C 1.9296 -5.1475 -0.4443
C 1.0362 -4.0772 -0.9661
O 0.5011 -3.2961 -0.1865
O 2.1365 -5.2015 0.9219
O 1.2329 -4.8015 -4.6093
H 0.1951 -3.2025 -2.7880
H 3.1613 -6.8100 -0.8978
H 1.6075 -4.4630 1.2951
H 1.7570 -5.5436 -4.9819
C -0.7205 -3.3908 4.6969
C -0.8915 -3.4927 3.3774
C -2.1763 -3.9745 2.7988
O -2.3104 -4.0396 1.5819
C -3.2480 -4.3635 3.7287
C -3.0755 -4.2647 5.0482
C -1.8008 -3.7570 5.6256
O -1.6786 -3.6602 6.8421
O -4.0776 -4.6312 5.9279
O 0.1203 -3.1529 2.4983
H 0.2074 -3.0400 5.1309
H -4.1702 -4.7288 3.2953
H -3.7111 -4.4663 6.8241
H -0.2484 -3.3120 1.6021
*
```

***

[2]
Density functional theory data (ωB97M-V/def2-TZVPD) for one molecule with the formula C3H4O3.

Values from the calculation:
Energy relative to the best compared isomer or geometry (same formula, charge and spin) in kcal/mol: 44.0
Gap between HOMO and LUMO in Ha: 0.3709
Calculated total energy in Ha: -342.38577
E_HOMO in eV: -10.0

```
! RIJCOSX wB97M-V def2-TZVPD def2/J DEFGRID3
* xyz 0 1
O 0.7743 -0.4313 1.7076
C 1.1465 -0.2603 0.5687
C 0.1196 -0.0118 -0.5247
O -0.4738 -1.2950 -0.6616
C -0.9499 1.0032 -0.1307
O -1.1243 2.0445 -0.7103
H 2.1926 -0.4428 0.2622
H 0.5595 0.2852 -1.4804
H -0.6557 -1.5808 0.2497
H -1.5890 0.6892 0.7195
*
```

***

[3]
Density functional theory data (ωB97M-V/def2-TZVPD) for a 12-piece molecular cluster, C5H37N3O11 overall at a distorted geometry.

Values from the calculation:
Energy relative to the best compared isomer or geometry (same formula, charge and spin) in kcal/mol: 130.2
Gap between HOMO and LUMO in Ha: 0.3058
Calculated total energy in Ha: -1204.44800
E_HOMO in eV: -8.2

```
! RIJCOSX wB97M-V def2-TZVPD def2/J DEFGRID3
* xyz 0 1
C -0.0978 -0.4706 -0.5823
N -1.2423 0.2168 0.0680
C -1.5491 1.4928 -0.6044
C -0.6984 2.6598 -0.0729
N -0.3542 3.5992 -1.0928
C -2.3229 -0.7854 0.1659
C -2.5126 -1.9457 -0.8666
N -1.7116 -3.1591 -0.6434
H 0.7662 0.3683 -0.5370
H -0.0979 -0.7101 -1.7194
H 0.1987 -1.3758 -0.0022
H -1.3670 1.3269 -1.7114
H -2.5188 1.5521 -0.6173
H -1.1231 3.1611 0.8240
H 0.0959 2.0473 0.4019
H -1.0411 4.1817 -1.5258
H -0.0643 3.0319 -1.9277
H -3.1977 -0.1871 0.4385
H -2.2491 -1.3217 1.0667
H -3.6017 -2.1400 -0.6802
H -2.2989 -1.7091 -1.9070
H -2.4144 -3.8882 -0.9923
H -1.4564 -3.2464 0.3411
O 3.2529 -1.8066 -1.5982
H 2.6331 -1.8844 -2.2695
H 2.8330 -1.6032 -0.7872
O -1.2640 0.4526 3.3075
H -1.0243 0.2345 2.3940
H -1.0458 -0.3195 3.8928
O -0.9464 -2.5289 2.3843
H -1.5700 -2.0524 2.8611
H -0.0311 -2.0625 2.5137
O 0.4824 -3.0918 -2.2213
H -0.1186 -2.6178 -2.7972
H -0.1426 -3.3896 -1.5046
O 1.0609 -0.7295 2.6513
H 1.7636 -0.4812 3.2470
H 1.4407 -1.1128 1.9558
O -4.6628 1.5753 0.8452
H -4.5239 2.0001 1.7765
H -4.8026 2.4575 0.4836
O 0.8840 0.3472 -3.4970
H 1.7186 0.8064 -3.6907
H 1.0372 -0.5176 -3.1420
O 2.0624 -2.9634 1.1890
H 3.0234 -2.7678 1.0910
H 2.0408 -3.7045 0.6197
O 3.2949 2.8877 -1.1763
H 2.9977 3.7530 -0.9991
H 4.1071 3.1727 -1.6502
O 2.8592 0.3567 0.6440
H 2.7218 1.1582 0.1511
H 3.7385 0.4132 1.0124
O 2.1541 3.9736 1.5262
H 2.7271 3.8147 2.2243
H 2.1570 3.5315 0.7396
*
```

***

[4]
Density functional theory data (ωB97M-V/def2-TZVPD) for an isolated ion of composition C4H7N4 and charge +1 at a distorted geometry.

Values from the calculation:
Energy relative to the best compared isomer or geometry (same formula, charge and spin) in kcal/mol: 102.9
Gap between HOMO and LUMO in Ha: 0.2855
Calculated total energy in Ha: -375.23849
E_HOMO in eV: -15.2

```
! RIJCOSX wB97M-V def2-TZVPD def2/J DEFGRID3
* xyz 1 1
C -0.8075 -1.9856 -1.1105
C -0.2048 -0.5859 -0.9862
C -0.1086 -0.1367 0.3772
N -0.5379 -0.6085 1.4777
N -0.1106 0.0446 2.5231
N 0.3300 1.2005 2.3062
C 0.5860 1.3977 1.0207
N 1.1045 2.4154 0.4247
H -0.1372 -2.7246 -0.6774
H -0.9632 -2.2184 -2.1585
H -1.7589 -2.0483 -0.5916
H -0.8513 0.1241 -1.5301
H 0.7737 -0.5283 -1.4783
H 1.5084 2.3434 -0.5024
H 1.1774 3.3105 0.9053
*
```

***

[5]
Density functional theory data (ωB97M-V/def2-TZVPD) for one molecule with the formula C4H4N2O.

Values from the calculation:
Energy relative to the best compared isomer or geometry (same formula, charge and spin) in kcal/mol: 7.0
Gap between HOMO and LUMO in Ha: 0.3660
Calculated total energy in Ha: -339.57055
E_HOMO in eV: -9.6

```
! RIJCOSX wB97M-V def2-TZVPD def2/J DEFGRID3
* xyz 0 1
O -2.4929 -1.2812 0.0832
C -1.8716 -0.2417 0.0581
C -0.4192 -0.0436 0.0995
C 0.1588 1.1919 -0.0706
N 1.5118 1.1137 -0.1773
C 1.7736 -0.1698 -0.0653
N 0.6598 -0.9227 0.1083
H -2.3953 0.7363 -0.0447
H -0.3693 2.1351 -0.1291
H 2.7682 -0.5970 -0.1191
H 0.6761 -1.9210 0.2572
*
```

***

[6]
Density functional theory data (ωB97M-V/def2-TZVPD) for C35H50N3O5SiY as an isolated structure at a distorted geometry.

Values from the calculation:
Energy relative to the best compared isomer or geometry (same formula, charge and spin) in kcal/mol: 49.9
Gap between HOMO and LUMO in Ha: 0.0812
Calculated total energy in Ha: -2231.97547
E_HOMO in eV: 1.8

```
! RIJCOSX wB97M-V def2-TZVPD def2/J DEFGRID3
* xyz -2 1
Y 0.8930 -0.7510 -0.9277
O -1.2527 -0.0703 -0.6370
C -2.0868 0.6138 -1.4886
C -3.1052 1.3923 -0.9643
C -4.0643 2.0765 -1.7420
C -3.9779 1.9454 -3.1392
C -2.9518 1.2188 -3.7053
C -1.9144 0.5560 -2.9407
C -0.8389 -0.0285 -3.6216
N 0.3557 -0.5063 -3.0717
N 1.2658 -0.9481 -3.9738
C 2.4690 -1.1731 -3.4765
O 2.7742 -0.9074 -2.1900
C 3.4655 -1.7383 -4.3402
C 4.7235 -2.1510 -3.8116
C 5.6996 -2.7132 -4.6225
C 5.4909 -2.8914 -5.9975
C 4.2536 -2.4843 -6.5325
C 3.2678 -1.9274 -5.7389
H -3.1620 1.4658 0.1250
H -4.8507 2.6536 -1.2692
H -4.7099 2.4261 -3.7795
H -2.8783 1.1627 -4.7870
H -0.8987 -0.0398 -4.6993
H 4.8894 -2.0221 -2.7477
H 6.6389 -3.0309 -4.1821
H 6.2534 -3.3347 -6.6266
H 4.0681 -2.6125 -7.5955
H 2.3183 -1.6228 -6.1645
C -0.0266 3.1429 -1.1159
O 1.0084 2.1695 -0.9642
C 2.2754 2.7708 -0.9806
C 3.3234 1.6999 -0.8822
O 3.0080 0.7261 0.1126
C 3.0048 1.1531 1.4585
C 1.6121 1.4140 1.9608
O 0.9163 0.1832 1.8390
C -0.2493 0.0064 2.6255
H 0.0788 3.6591 -2.0750
H 0.0331 3.8795 -0.3023
H -0.9842 2.6410 -1.0891
H 2.3461 3.4895 -0.1538
H 2.4364 3.3226 -1.9087
H 4.2903 2.1584 -0.6711
H 3.3763 1.1308 -1.8035
H 3.6312 2.0387 1.5936
H 3.4181 0.3319 2.0403
H 1.1151 2.2022 1.3969
H 1.6779 1.7133 3.0081
H -0.1078 0.4340 3.6188
H -0.3318 -1.0668 2.7386
H -1.5559 0.2394 1.0427
C 1.7822 -4.5634 -0.7694
Si 1.7509 -3.0061 0.3410
C 3.6033 -2.7986 0.8004
C 1.1236 -3.7925 1.9897
H 2.3899 -5.3681 -0.3285
H 2.1960 -4.3241 -1.7599
H 0.7647 -4.9488 -0.9249
H 4.0939 -3.7730 0.9344
H 3.7067 -2.2317 1.7421
H 4.1388 -2.2417 0.0144
H 1.7980 -4.6070 2.3037
H 0.1119 -4.2136 1.8846
H 1.0888 -3.0505 2.8097
C -1.5542 3.7637 2.2477
C -1.9263 3.1656 3.6149
C -0.7087 3.0722 4.5438
C -2.7614 1.8711 3.6036
C -3.8320 1.9097 4.4750
C -4.7817 0.9042 4.5169
C -4.6642 -0.1574 3.6442
C -3.5908 -0.2849 2.7812
C -3.6743 -1.5066 1.8592
C -2.4536 -2.4221 1.7811
C -4.1399 -1.1271 0.4410
C -2.5871 0.7250 2.7892
N -1.4067 0.6277 1.9859
H -0.9180 4.6437 2.3902
H -2.4532 4.0769 1.7052
H -1.0425 3.0427 1.6243
H -2.5881 3.8945 4.0756
H 0.1119 2.5288 4.0732
H -0.9640 2.5604 5.4771
H -0.3450 4.0740 4.7879
H -3.9453 2.7825 5.1092
H -5.6242 0.9643 5.1969
H -5.4283 -0.9273 3.6309
H -4.4648 -2.1107 2.2955
H -1.6853 -2.0241 1.1146
H -2.7609 -3.3819 1.3607
H -2.0166 -2.6172 2.7623
H -3.3171 -0.7249 -0.1584
H -4.9417 -0.3821 0.4644
H -4.5156 -2.0195 -0.0716
*
```

***

[7]
Density functional theory data (ωB97M-V/def2-TZVPD) for C4H4LaO as an isolated structure at a distorted geometry.

Values from the calculation:
Energy relative to the best compared isomer or geometry (same formula, charge and spin) in kcal/mol: 0.0
Gap between HOMO and LUMO (spin up / spin down) in Ha: 0.2314 / 0.2939
Calculated total energy in Ha: -260.75994
E_HOMO (spin up / spin down) in eV: -16.3 / -18.1

```
! RIJCOSX wB97M-V def2-TZVPD def2/J DEFGRID3
* xyz 2 2
O 0.9567 -0.8302 0.7772
C 0.0705 -1.6401 0.3314
C -1.1452 -1.0767 -0.2282
C -2.2568 -0.1841 0.2669
C -1.1899 0.3722 -0.5704
H -1.3851 -2.2999 -0.1256
H 0.3912 -2.6539 0.0280
H -2.3168 0.0430 1.3411
H -3.2402 -0.4030 -0.1731
La 1.0877 1.3802 -0.0237
*
```